*i*
This record from OMol25 describes C5H12O2 as an isolated structure. The level of theory is ωB97M-V/def2-TZVPD.

Its LUMO energy is 0.72 eV.

Geometry as ORCA input:
```
! wB97M-V def2-TZVPD RIJCOSX def2/J DEFGRID3
* xyz 0 1
O 2.073 -0.710 -0.260
O 0.074 -1.818 0.563
C -0.934 -0.775 -0.540
C 1.457 0.456 -0.470
C -0.088 0.193 -1.230
C -2.042 -0.270 0.336
C 1.220 1.290 0.792
H 0.676 0.722 1.547
H -0.530 1.187 -1.260
H 1.257 -1.425 0.229
H 0.673 2.211 0.573
H -0.001 -1.456 1.454
H 0.212 -0.154 -2.215
H -1.203 -1.648 -1.126
H 1.959 1.061 -1.239
H -2.439 -1.070 0.958
H -2.851 0.108 -0.295
H 2.192 1.550 1.214
H -1.706 0.550 0.969
*
```

Results of the Löwdin charge analysis, in e, for atoms 1 through 8: O -0.130; O -0.094; C -0.192; C -0.457; C -0.094; C -0.059; C -0.061; H 0.061

***

*ii*
This record from OMol25 describes one molecule with the formula C5H12O2. The level of theory is ωB97M-V/def2-TZVPD.

Its structure (SMILES) is CC[C@@H](O)CCO. Its LUMO energy is 0.72 eV.

Geometry as ORCA input:
```
! wB97M-V def2-TZVPD RIJCOSX def2/J DEFGRID3
* xyz 0 1
O -2.836 0.498 0.769
O 0.459 0.454 1.552
C 0.222 -0.072 0.263
C -0.865 0.611 -0.590
C 2.622 -0.553 0.424
C -2.289 0.076 -0.470
C 1.719 -0.069 -0.661
H 1.514 -0.714 -1.528
H 2.099 -0.036 1.267
H -0.536 0.417 -1.615
H -3.699 0.078 0.880
H 3.661 -0.226 0.479
H -2.273 -1.025 -0.530
H -2.895 0.439 -1.316
H -0.568 0.267 1.556
H 2.527 -1.638 0.553
H -0.878 1.701 -0.444
H -0.007 -1.146 0.422
H 2.022 0.938 -1.012
*
```

Results of the Löwdin charge analysis, in e, for atoms 1 through 8: O -0.068; O -0.087; C -0.379; C -0.152; C -0.147; C -0.274; C -0.161; H 0.092

***

*iii*
This record from OMol25 describes a 2-piece molecular cluster, C5H12O2 overall. The level of theory is ωB97M-V/def2-TZVPD.

Its structure (SMILES) is CC(C)CC=O.O. Its LUMO energy is 0.76 eV.

Geometry as ORCA input:
```
! wB97M-V def2-TZVPD RIJCOSX def2/J DEFGRID3
* xyz 0 1
O -2.144 -3.294 -1.648
O -2.127 -0.668 1.033
C 0.371 1.334 0.182
C 1.815 1.851 0.502
C 0.319 0.413 -1.245
C -0.862 -0.760 1.076
C -0.025 0.486 1.364
H 1.097 0.952 -1.889
H 2.071 2.219 1.488
H -0.561 1.052 2.080
H -0.794 0.458 -1.592
H -0.445 2.005 -0.208
H 1.993 2.714 -0.232
H 0.838 0.229 2.036
H 0.612 -0.506 -0.955
H 2.579 1.114 0.186
H -1.458 -4.054 -1.493
H -2.914 -3.853 -1.493
H -0.365 -1.692 0.810
*
```

Results of the Löwdin charge analysis, in e, for atoms 1 through 8: O -0.105; O 0.001; C -0.361; C -0.100; C -0.041; C -0.202; C -0.194; H 0.089

***

*iv*
This record from OMol25 describes C5H12O2 as an isolated structure. The level of theory is ωB97M-V/def2-TZVPD.

Its LUMO energy (spin up / spin down) is 0.80 / 0.80 eV.

Geometry as ORCA input:
```
! wB97M-V def2-TZVPD RIJCOSX def2/J DEFGRID3
* xyz 0 1
O 1.253 1.630 -0.946
O -0.562 -0.811 -0.629
C -1.756 0.248 1.814
C 0.366 -0.109 0.415
C 1.488 0.334 -0.385
C 0.631 -1.441 -1.833
C -0.533 0.881 1.151
H -0.824 1.681 0.459
H 1.635 1.625 -1.830
H 0.651 -0.942 1.065
H -1.458 -0.568 2.484
H -0.218 -1.924 -2.328
H 0.095 1.361 1.911
H -0.927 -0.057 -1.130
H 1.200 -0.827 -2.521
H -2.310 0.982 2.409
H 2.466 0.263 0.107
H 1.242 -2.148 -1.286
H -2.440 -0.175 1.070
*
```

Results of the Löwdin charge analysis, in e, for atoms 1 through 8: O -0.096; O -0.095; C -0.107; C -0.319; C -0.260; C 0.068; C -0.219; H 0.112

***

The structure with the least stability is *iv*.

***

*i*
This record from OMol25 describes a 2-piece molecular cluster, C5H12O2 overall. The level of theory is ωB97M-V/def2-TZVPD.

Its structure (SMILES) is CC/C=C\O.CO. Its LUMO energy is 0.65 eV.

Geometry as ORCA input:
```
! wB97M-V def2-TZVPD RIJCOSX def2/J DEFGRID3
* xyz 0 1
O -0.050 -1.392 -0.907
O -2.011 0.271 0.913
C -1.233 0.981 0.012
C -0.977 -1.121 -1.943
C 0.868 0.630 1.333
C 0.090 1.005 0.105
C 2.263 0.030 1.152
H 2.811 0.091 2.101
H -2.804 -0.046 0.463
H 2.843 0.584 0.405
H -0.513 -1.415 -0.057
H 0.261 0.009 2.001
H -0.400 -0.723 -2.781
H 0.645 1.435 -0.725
H -1.762 1.501 -0.782
H -1.763 -0.374 -1.746
H -1.485 -2.042 -2.231
H 0.983 1.594 1.846
H 2.234 -1.019 0.843
*
```

Results of the Löwdin charge analysis, in e, for atoms 1 through 8: O -0.130; O -0.019; C -0.264; C -0.160; C -0.249; C -0.133; C -0.108; H 0.069

***

*ii*
This record from OMol25 describes a 2-piece molecular cluster, C5H12O2 overall. The level of theory is ωB97M-V/def2-TZVPD.

Its structure (SMILES) is CC/C=C(\C)O.O. Its LUMO energy is 0.75 eV.

Geometry as ORCA input:
```
! wB97M-V def2-TZVPD RIJCOSX def2/J DEFGRID3
* xyz 0 1
O 1.467 0.296 2.131
O -0.909 2.386 0.009
C -0.364 -1.308 -0.435
C -0.389 -2.302 0.725
C -0.341 1.235 -0.478
C 0.575 1.418 -1.650
C -0.744 0.070 0.030
H 1.114 0.507 -1.922
H 0.630 -1.308 -0.899
H 1.004 0.452 1.283
H 1.316 2.206 -1.476
H 0.833 0.619 2.793
H -1.508 0.127 0.803
H -0.378 3.146 -0.258
H -1.069 -1.628 -1.215
H -0.044 1.720 -2.502
H -0.090 -3.303 0.400
H -1.399 -2.361 1.148
H 0.293 -1.971 1.513
*
```

Results of the Löwdin charge analysis, in e, for atoms 1 through 8: O -0.076; O 0.031; C -0.255; C -0.113; C -0.416; C -0.018; C -0.106; H 0.077

***

The structure with the least stability is *i*.

***

*i*
This record from OMol25 describes one molecule with the formula C5H12O2. The level of theory is ωB97M-V/def2-TZVPD.

Its structure (SMILES) is CC[C@@H](O)CCO. Its LUMO energy is 0.75 eV.

Geometry as ORCA input:
```
! wB97M-V def2-TZVPD RIJCOSX def2/J DEFGRID3
* xyz 0 1
O -0.013 -0.564 1.507
O 0.868 -2.713 0.010
C 0.022 0.150 0.285
C -0.166 -0.768 -0.924
C -0.535 2.576 0.853
C -1.057 1.236 0.345
C 0.941 -1.798 -1.082
H -1.335 3.323 0.897
H -1.505 1.371 -0.648
H 0.248 2.963 0.191
H 0.387 -1.433 1.340
H -1.847 0.859 1.003
H 1.917 -1.287 -1.088
H -0.106 2.473 1.855
H 1.010 0.639 0.170
H 1.658 -3.266 0.003
H -0.184 -0.152 -1.832
H -1.136 -1.275 -0.849
H 0.833 -2.333 -2.036
*
```

Results of the Löwdin charge analysis, in e, for atoms 1 through 8: O -0.033; O -0.077; C -0.419; C -0.146; C -0.109; C -0.214; C -0.249; H 0.068

***

*ii*
This record from OMol25 describes a 2-piece molecular cluster, C5H12O2 overall. The level of theory is ωB97M-V/def2-TZVPD.

Its structure (SMILES) is CC/C=C\O.CO. Its LUMO energy is 0.59 eV.

Geometry as ORCA input:
```
! wB97M-V def2-TZVPD RIJCOSX def2/J DEFGRID3
* xyz 0 1
O -0.627 0.453 -1.697
O 1.280 -1.615 -0.411
C 0.258 -1.519 0.510
C 0.414 2.106 1.115
C 0.095 -0.426 1.245
C 1.057 0.728 1.289
C -1.530 -0.586 -1.995
H 1.563 0.692 2.264
H -2.527 -0.299 -1.645
H -1.267 -1.526 -1.495
H 0.224 0.046 -1.486
H 1.139 2.894 1.351
H -0.442 2.232 1.789
H -0.428 -2.363 0.551
H -1.586 -0.781 -3.075
H 1.840 0.582 0.537
H 1.267 -2.489 -0.816
H 0.057 2.251 0.091
H -0.788 -0.380 1.878
*
```

Results of the Löwdin charge analysis, in e, for atoms 1 through 8: O -0.123; O -0.021; C -0.239; C -0.107; C -0.114; C -0.251; C -0.166; H 0.110

***

*iii*
This record from OMol25 describes a 2-piece molecular cluster, C5H12O2 overall. The level of theory is ωB97M-V/def2-TZVPD.

Its structure (SMILES) is C[C@H]1CCO1.CO. Its LUMO energy is 1.00 eV.

Geometry as ORCA input:
```
! wB97M-V def2-TZVPD RIJCOSX def2/J DEFGRID3
* xyz 0 1
O 1.374 1.788 -0.411
O -0.871 0.143 -0.481
C -1.689 -0.795 1.249
C 0.847 -1.162 0.742
C 1.970 1.423 -1.630
C -2.056 0.358 0.311
C -0.574 -1.086 0.233
H -2.961 0.192 -0.285
H 1.081 -0.304 1.378
H -2.083 1.364 0.743
H 2.365 0.393 -1.616
H 0.520 1.322 -0.373
H -2.440 -1.573 1.391
H 1.274 1.505 -2.477
H -0.798 -1.939 -0.421
H 2.809 2.102 -1.813
H -1.303 -0.467 2.217
H 1.565 -1.182 -0.084
H 0.971 -2.081 1.326
*
```

Results of the Löwdin charge analysis, in e, for atoms 1 through 8: O -0.138; O -0.136; C -0.090; C -0.041; C -0.182; C -0.154; C -0.360; H 0.116

***

*iv*
This record from OMol25 describes one molecule with the formula C5H12O2. The level of theory is ωB97M-V/def2-TZVPD.

Its structure (SMILES) is CC[C@@H](O)[C@@H](C)O. Its LUMO energy is 0.79 eV.

Geometry as ORCA input:
```
! wB97M-V def2-TZVPD RIJCOSX def2/J DEFGRID3
* xyz 0 1
O 0.622 1.336 1.526
O 0.862 1.013 -0.987
C 0.163 -0.035 -0.351
C 0.452 -0.033 1.169
C -1.630 0.037 -2.138
C -1.336 0.007 -0.643
C 1.664 -0.881 1.520
H 2.531 -0.573 0.927
H -1.181 -0.830 -2.639
H -1.202 0.936 -2.590
H -1.774 0.882 -0.144
H -2.706 0.020 -2.335
H -1.794 -0.881 -0.185
H 0.568 -0.963 -0.780
H 1.912 -0.810 2.586
H -0.429 -0.429 1.695
H 1.448 -1.933 1.303
H 0.975 1.388 2.421
H 0.855 1.749 -0.354
*
```

Results of the Löwdin charge analysis, in e, for atoms 1 through 8: O -0.041; O -0.022; C -0.375; C -0.386; C -0.105; C -0.215; C -0.044; H 0.092

***

The structure with the least stability is *iii*.

***

*i*
This record from OMol25 describes a 3-piece molecular cluster, C5H12O2 overall. The level of theory is ωB97M-V/def2-TZVPD.

Its structure (SMILES) is C=CC(=C)C.O.O. Its LUMO energy is 0.50 eV.

Geometry as ORCA input:
```
! wB97M-V def2-TZVPD RIJCOSX def2/J DEFGRID3
* xyz 0 1
O -1.225 1.996 3.468
O -3.945 -0.891 3.479
C 1.231 -1.276 -2.324
C 0.356 0.993 -1.852
C 1.593 -0.150 -0.023
C 2.311 -2.129 -2.349
C 1.130 -0.168 -1.366
H -0.840 2.518 2.781
H -4.821 -0.510 3.325
H 1.601 0.713 0.655
H -0.373 0.795 -2.654
H 0.413 -1.454 -3.039
H -3.434 -0.206 3.825
H 1.767 -0.988 0.552
H 3.188 -2.077 -1.660
H 0.989 1.708 -2.369
H -1.904 2.583 3.864
H -0.285 1.435 -1.109
H 2.249 -2.892 -3.205
*
```

Results of the Löwdin charge analysis, in e, for atoms 1 through 8: O -0.058; O -0.033; C -0.167; C -0.104; C 0.069; C 0.011; C -0.354; H 0.013

***

*ii*
This record from OMol25 describes C5H12O2 as an isolated structure. The level of theory is ωB97M-V/def2-TZVPD.

Its LUMO energy (spin up / spin down) is -1.20 / -1.20 eV.

Geometry as ORCA input:
```
! wB97M-V def2-TZVPD RIJCOSX def2/J DEFGRID3
* xyz 0 1
O -2.706 0.785 0.785
O -0.224 0.294 2.124
C -2.289 -0.092 -0.129
C 0.265 -0.353 -0.740
C -0.778 0.405 -1.309
C 1.655 0.044 -0.534
C 2.317 -0.625 0.656
H -0.687 1.647 1.755
H 2.135 -1.711 0.645
H 0.121 -1.436 -0.721
H 1.867 -0.187 1.549
H 1.753 1.132 -0.557
H -1.960 -1.059 0.262
H 2.116 -0.355 -1.462
H -1.086 -0.034 -2.275
H -2.304 0.651 1.668
H 3.390 -0.436 0.624
H -2.992 -0.156 -0.958
H -0.593 1.487 -1.383
*
```

Results of the Löwdin charge analysis, in e, for atoms 1 through 8: O -0.041; O -0.562; C -0.137; C -0.069; C -0.068; C -0.256; C -0.105; H 0.151

***

The structure with the least stability is *ii*.